Model a:
C3H9N3O2 | ωB97M-V with the def2-TZVPD basis set

**HOMO level**: -0.3328 Ha
**LUMO energy**: 0.91 eV
**Frontier orbital gap**: 9.9606 eV

```
17
C3H9N3O2, DFT ωB97M-V with the def2-TZVPD basis set
O 1.5392 0.5662 0.1212
O -0.6490 0.4327 -0.6952
N -1.7203 -0.4700 -0.9391
N -0.7826 -0.1491 1.6002
N -0.2114 2.1284 1.0499
C 1.1290 -1.6182 -0.8410
C 1.1515 -0.1143 -0.9069
C -0.3762 0.7927 0.8713
H -0.8616 2.6347 1.6289
H -0.5902 -0.0257 2.5866
H 2.1570 -1.9809 -0.7947
H 0.7063 2.4832 0.8284
H -2.5696 0.0889 -0.8822
H 1.5313 0.2538 -1.8725
H 0.6224 -1.9271 0.0727
H 0.6450 -2.0307 -1.7261
H -1.7208 -1.0644 -0.1016
```

Atomic partial charges in e from the natural (NBO) method, atoms 1 to 4: -0.725 -0.417 -0.499 -0.764



Model b:
C3H9N3O2 | ωB97M-V with the def2-TZVPD basis set

**HOMO level**: -0.3415 Ha
**LUMO energy**: 0.74 eV
**Frontier orbital gap**: 10.0341 eV
**SMILES string**: [H]/N=C(\NO)[C@H](O)CN

```
17
C3H9N3O2, DFT ωB97M-V with the def2-TZVPD basis set
O 1.4270 0.9780 -0.4172
O -1.3770 -0.4912 1.4104
N 0.0413 -0.3925 1.3786
N -1.1994 1.6246 -0.1898
N 1.2157 -2.0825 -0.0193
C 0.4982 0.0015 -1.0213
C 0.5133 -0.9502 0.0620
C -0.7458 0.7991 -1.3824
H -2.0261 2.1403 -0.4395
H -1.5607 0.3512 0.7971
H 0.3623 -1.2025 1.9240
H -0.6122 1.4280 -2.2296
H -1.5689 0.0633 -1.5221
H 1.0303 -0.3384 -1.8926
H 1.2538 -2.6023 0.8505
H 1.2559 0.8094 0.5792
H -0.5321 2.3077 -0.1493
```

Atomic partial charges in e from the natural (NBO) method, atoms 1 to 4: -0.728 -0.613 -0.394 -0.825



Most stable structure, least stable structure: model b, model a.



Model a:
C3H9N3O2 | ωB97M-V with the def2-TZVPD basis set

**HOMO level**: -0.3471 Ha
**LUMO energy**: -0.81 eV
**Frontier orbital gap**: 8.6335 eV
**SMILES string**: CNN(C)[C@H](O)N=O

```
17
C3H9N3O2, DFT ωB97M-V with the def2-TZVPD basis set
O 3.2525 -0.3445 -0.2769
O 1.0464 -1.1588 0.9125
N -1.3554 0.0312 0.3123
N -0.1046 0.6020 -0.2414
N 2.2688 0.0765 -0.8997
C 0.2848 1.7015 0.6516
C -2.0921 -0.6735 -0.7315
C 0.9703 -0.4248 -0.3173
H 0.5026 1.3606 1.6709
H -1.5929 -1.6042 -1.0199
H -2.2285 -0.0511 -1.6220
H 1.1625 2.2332 0.2689
H -0.5181 2.4468 0.7097
H 0.6615 -1.1559 -1.0742
H -3.0857 -0.9364 -0.3559
H -1.1337 -0.6155 1.0801
H 1.9616 -1.4871 0.9329
```

Atomic partial charges in e from the natural (NBO) method, atoms 1 to 4: -0.289 -0.737 -0.464 -0.294



Model b:
C3H9N3O2 | ωB97M-V with the def2-TZVPD basis set

**HOMO level**: -0.3205 Ha
**LUMO energy**: 0.75 eV
**Frontier orbital gap**: 9.4753 eV
**SMILES string**: CN(N)CNC(=O)O

```
17
C3H9N3O2, DFT ωB97M-V with the def2-TZVPD basis set
O -1.0981 1.2121 -0.8175
O -2.2826 0.7973 1.0746
N 1.2424 -0.4016 0.0421
N 0.5397 0.6642 1.0461
N -1.1341 -0.9083 0.1186
C -1.2566 0.4936 0.2053
C 0.2188 -1.4478 0.0306
C 1.4463 0.1875 -1.2413
H 0.3252 -2.0286 -0.8923
H -2.6519 1.6474 0.7977
H -1.7151 -1.3655 0.8105
H 0.4895 0.8011 -1.4900
H 0.4007 -2.1049 0.8902
H 0.6103 1.6295 0.7357
H 1.4952 -0.5716 -2.0222
H 2.3280 0.8267 -1.2099
H 1.0421 0.5688 1.9218
```

Atomic partial charges in e from the natural (NBO) method, atoms 1 to 4: -0.729 -0.714 -0.257 -0.665



Model c:
C3H9N3O2 | ωB97M-V with the def2-TZVPD basis set

**HOMO level**: -0.3460 Ha
**LUMO energy**: 0.68 eV
**Frontier orbital gap**: 10.0938 eV
**SMILES string**: CC(C)=N.O/N=N\O

```
17
C3H9N3O2, DFT ωB97M-V with the def2-TZVPD basis set
O -1.8972 -0.3374 -2.0282
O -2.4370 -0.9240 0.3833
N -0.0344 0.0531 1.3378
N -1.7865 0.6384 -1.1107
N -2.0834 0.3636 0.0004
C 0.9420 0.1541 0.5805
C 1.2837 -1.1809 -0.0746
C 1.6607 1.4316 0.0552
H 2.5444 1.2012 -0.5017
H 0.9493 2.1898 -0.3568
H 2.3766 -1.2542 -0.2165
H 1.0286 -1.9011 0.5872
H -2.7837 -0.9314 1.3161
H -2.1360 -1.1599 -1.5443
H -0.4332 0.8921 1.7586
H 0.8364 -1.2920 -1.0832
H 1.9697 2.0572 0.8969
```

Atomic partial charges in e from the natural (NBO) method, atoms 1 to 4: -0.546 -0.607 -0.659 0.107



Most stable structure, least stable structure: model b, model c.



Model a:
C2H7N4O | ωB97M-V with the def2-TZVPD basis set

**HOMO level**: -0.5152 Ha
**Total charge**: +1
**LUMO energy**: -4.24 eV
**Frontier orbital gap**: 9.7793 eV
**SMILES string**: N/C(CO)=N/N=[NH2+]

```
14
C2H7N4O, DFT ωB97M-V with the def2-TZVPD basis set
O -0.6137 1.8106 -0.0856
N 0.7221 -0.3806 0.0821
N -1.1768 -1.6413 -0.1097
N 2.8380 -0.0991 -0.2521
N 1.8150 -0.1088 0.4950
C -1.3956 0.7547 0.3725
C -0.5514 -0.4757 0.1601
H -1.7685 0.7478 1.4306
H -0.8872 -2.6353 -0.2459
H -2.2154 0.7028 -0.3102
H 2.8827 -0.0245 -1.2637
H -1.1394 2.7069 -0.0591
H -2.2345 -1.6825 -0.1834
H 3.7246 0.3247 -0.0306
```

Atomic partial charges in e from the natural (NBO) method, atoms 1 to 4: -0.712 -0.206 -0.752 -0.496



Model b:
C2H7N4O | ωB97M-V with the def2-TZVPD basis set

**HOMO level**: -0.4840 Ha
**Total charge**: +1
**LUMO energy**: -3.86 eV
**Frontier orbital gap**: 9.3093 eV
**SMILES string**: [NH3+][C@@H]1CN(O)N=N1

```
14
C2H7N4O, DFT ωB97M-V with the def2-TZVPD basis set
O -2.6418 0.7573 0.3056
N -1.4984 0.0999 -0.0289
N 1.7912 -0.2985 0.5316
N -1.2974 -1.1545 0.1154
N -0.1344 -1.5061 -0.1585
C 0.6785 -0.3388 -0.5012
C -0.2975 0.8411 -0.4265
H 1.1567 -0.4740 -1.4743
H -3.3649 0.1109 0.3676
H -0.4646 1.3273 -1.3886
H 2.5337 0.3720 0.2966
H 1.4130 -0.0822 1.4649
H 2.1838 -1.2521 0.5716
H -0.0579 1.5977 0.3246
```

Atomic partial charges in e from the natural (NBO) method, atoms 1 to 4: -0.493 0.078 -0.682 0.089



Model c:
C2H7N4O | ωB97M-V with the def2-TZVPD basis set

**HOMO level**: -0.5086 Ha
**Total charge**: +1
**LUMO energy**: -5.34 eV
**Frontier orbital gap**: 8.4987 eV
**SMILES string**: NN(N)C(=[NH2+])C=O

```
14
C2H7N4O, DFT ωB97M-V with the def2-TZVPD basis set
O 0.5691 2.2465 -1.4412
N -0.2630 -0.1626 -0.5134
N 0.6649 0.1152 1.5632
N -0.4866 -0.0071 -1.8415
N -0.9451 -1.2764 -0.0965
C 0.4959 0.6311 0.2723
C 0.6133 2.0370 -0.2460
H 0.6620 -0.8813 1.7366
H 1.4282 0.6020 2.0172
H 0.6393 2.6742 0.6510
H -1.3741 0.0382 -2.2808
H -0.6988 -1.5506 0.8233
H -1.0632 -1.7680 -0.9501
H 0.0675 0.7477 -2.1869
```

Atomic partial charges in e from the natural (NBO) method, atoms 1 to 4: -0.455 0.093 -0.777 -0.617



Model d:
C2H7N4O | ωB97M-V with the def2-TZVPD basis set

**HOMO level**: -0.4988 Ha
**Total charge**: +1
**LUMO energy**: -5.87 eV
**Frontier orbital gap**: 7.7007 eV

```
14
C2H7N4O, DFT ωB97M-V with the def2-TZVPD basis set
O 0.7870 1.1469 1.4854
N -1.6024 -0.8131 0.2517
N 0.7017 0.1573 0.7760
N 1.3027 -1.0190 1.0574
N -1.2746 -1.5583 1.0538
C -0.3033 1.5221 -0.8900
C 0.0218 0.1754 -0.4418
H -1.2716 1.4874 -1.4590
H 0.5796 1.9162 -1.2741
H -0.5842 2.3085 -0.1466
H 2.0623 -1.0135 1.7222
H -1.7677 -2.2163 1.6798
H 1.3627 -1.7647 0.3804
H 0.1918 -0.5327 -1.3330
```

Atomic partial charges in e from the natural (NBO) method, atoms 1 to 4: -0.303 0.144 0.333 -0.552



Most stable structure, least stable structure: model a, model d.



Model a:
CH2O3 | ωB97M-V with the def2-TZVPD basis set

**HOMO level**: -0.4302 Ha
**LUMO energy**: 0.29 eV
**Frontier orbital gap**: 12.0014 eV
**SMILES string**: O=C(O)O

```
6
CH2O3, DFT ωB97M-V with the def2-TZVPD basis set
O -0.6989 -1.0478 0.3508
O 1.2423 -0.1519 -0.3299
O -0.4794 1.3043 -0.1680
C -0.0578 -0.1429 -0.0882
H -1.2184 1.1542 0.7204
H 1.2121 -1.1160 -0.4851
```

Atomic partial charges in e from the natural (NBO) method, atoms 1 to 4: -0.602 -0.633 -0.708 0.958



Model b:
CH2O3 | ωB97M-V with the def2-TZVPD basis set

**HOMO level**: -0.4149 Ha
**LUMO energy**: 0.32 eV
**Frontier orbital gap**: 11.6051 eV
**SMILES string**: O=C(O)O

```
6
CH2O3, DFT ωB97M-V with the def2-TZVPD basis set
O -0.9101 -0.4326 -0.0337
O 0.5695 1.1262 -0.4663
O 1.2626 -0.8241 0.6566
C 0.4357 -0.1124 0.0704
H -0.3103 1.6676 -0.4211
H -1.0474 -1.4247 0.1941
```

Atomic partial charges in e from the natural (NBO) method, atoms 1 to 4: -0.729 -0.690 -0.594 0.986



Model c:
CH2O3 | ωB97M-V with the def2-TZVPD basis set

**HOMO level**: -0.4125 Ha
**LUMO energy**: 0.49 eV
**Frontier orbital gap**: 11.7192 eV
**SMILES string**: O=C(O)O

```
6
CH2O3, DFT ωB97M-V with the def2-TZVPD basis set
O -0.0441 1.3595 0.2437
O -0.6448 -0.7567 0.6663
O 0.5309 -0.5434 -1.0274
C -0.0721 0.1159 0.0379
H -0.6700 -0.3974 1.5324
H 0.9001 0.2221 -1.4530
```

Atomic partial charges in e from the natural (NBO) method, atoms 1 to 4: -0.662 -0.619 -0.673 0.960



Most stable structure, least stable structure: model b, model a.



Model a:
C4H10ClNO | ωB97M-V with the def2-TZVPD basis set

**HOMO level**: -0.3664 Ha
**LUMO energy**: 0.54 eV
**Frontier orbital gap**: 10.5103 eV
**SMILES string**: CC(=O)N(C)C.Cl

```
17
C4H10ClNO, DFT ωB97M-V with the def2-TZVPD basis set
Cl -3.8599 1.6623 0.9716
O -1.4561 0.8094 -0.4762
N 0.6427 0.0403 -0.4351
C 1.6712 -0.8930 0.0031
C 1.0902 1.0762 -1.4163
C -0.6174 0.0817 -0.0012
C -1.0204 -0.8732 1.1484
H -2.7981 1.4029 0.0498
H 1.9851 1.4417 -0.9988
H 1.9148 -1.7136 -0.6529
H -0.9890 -1.8738 0.9519
H -0.3701 -0.9311 2.1259
H 1.4781 0.5439 -2.2032
H 2.7536 -0.4818 0.0062
H 1.4707 -1.3330 1.0461
H 0.2005 1.6950 -1.6101
H -2.0960 -0.6539 1.4909
```

Atomic partial charges in e from the natural (NBO) method, atoms 1 to 4: -0.439 -0.656 -0.409 -0.430



Model b:
C4H10ClNO | ωB97M-V with the def2-TZVPD basis set

**HOMO level**: -0.3556 Ha
**LUMO energy**: 0.69 eV
**Frontier orbital gap**: 10.3710 eV
**SMILES string**: CC(=O)N(C)C.Cl

```
17
C4H10ClNO, DFT ωB97M-V with the def2-TZVPD basis set
Cl -3.2802 -0.8968 0.2046
O -1.2704 0.6314 -1.2288
N 0.3720 -0.4216 -0.0601
C -0.3703 0.6868 -0.3631
C 0.0270 1.9990 0.2662
C 0.2080 -1.6489 -0.8459
C 1.4040 -0.3321 0.8586
H 1.9920 -1.3233 0.8491
H -0.5918 -1.3772 -1.5021
H -0.7836 2.5251 0.6860
H 2.0208 0.4892 0.8252
H -2.6761 0.1436 -0.5619
H 1.0931 -1.9352 -1.3938
H 0.4157 2.6742 -0.5078
H 0.9848 -0.4782 1.8720
H -0.3254 -2.4931 -0.1975
H 0.7804 1.7570 1.0992
```

Atomic partial charges in e from the natural (NBO) method, atoms 1 to 4: -0.420 -0.686 -0.417 0.714



Most stable structure, least stable structure: model b, model a.



Model a:
C5H2N2O | ωB97M-V with the def2-TZVPD basis set

**HOMO level**: -0.4090 Ha
**LUMO energy**: -2.21 eV
**Frontier orbital gap**: 8.9196 eV
**SMILES string**: N#CC1=NC(=O)C=C1

```
10
C5H2N2O, DFT ωB97M-V with the def2-TZVPD basis set
O 0.6317 2.4097 1.2991
N 1.1528 0.3193 0.4611
N 1.6484 -2.7076 -1.2191
C -1.0779 0.8945 0.2261
C 0.2562 1.3855 0.7335
C -0.9159 -0.2810 -0.3472
C 0.5360 -0.6098 -0.1229
C 1.2553 -1.7904 -0.6460
H -2.0243 1.5052 0.3651
H -1.4622 -1.1254 -0.7498
```

Atomic partial charges in e from the natural (NBO) method, atoms 1 to 4: -0.421 -0.413 -0.235 -0.259



Model b:
C5H2N2O | ωB97M-V with the def2-TZVPD basis set

**HOMO level**: -0.3712 Ha
**LUMO energy**: -1.68 eV
**Frontier orbital gap**: 8.4196 eV
**SMILES string**: C#CC1=NN=CC1=O

```
10
C5H2N2O, DFT ωB97M-V with the def2-TZVPD basis set
O 0.6423 2.0326 0.0170
N 1.5984 -1.2471 0.1918
N 0.2151 -1.4259 -0.1522
C 1.8913 -0.0741 -0.0936
C -1.8958 -0.0668 -0.0807
C 0.7466 0.8760 -0.0222
C -3.1306 -0.0696 0.1632
C -0.3964 -0.3234 -0.0112
H -4.0819 0.2043 -0.2429
H 2.9578 0.1926 0.0968
```

Atomic partial charges in e from the natural (NBO) method, atoms 1 to 4: -0.414 -0.157 -0.208 -0.061



Model c:
C5H2N2O | ωB97M-V with the def2-TZVPD basis set

**HOMO level**: -0.3761 Ha
**LUMO energy**: -1.85 eV
**Frontier orbital gap**: 8.3818 eV

```
10
C5H2N2O, DFT ωB97M-V with the def2-TZVPD basis set
O -0.8752 2.0282 -0.0246
N -1.7748 -1.3024 0.0727
N -0.3479 -1.2693 -0.1525
C 2.8964 0.0213 0.0004
C 1.7388 -0.1849 -0.2485
C -2.0440 -0.0461 -0.0928
C -0.7323 0.8460 -0.1687
C 0.3038 -0.1596 -0.1735
H -3.2495 0.0701 0.1675
H 4.0845 -0.0033 0.6200
```

Atomic partial charges in e from the natural (NBO) method, atoms 1 to 4: -0.408 -0.223 -0.161 -0.145



Most stable structure, least stable structure: model a, model c.



Model a:
C5H6BrP | ωB97M-V with the def2-TZVPD basis set

**HOMO level**: -0.3259 Ha
**LUMO energy**: 0.48 eV
**Frontier orbital gap**: 9.3500 eV

```
13
C5H6BrP, DFT ωB97M-V with the def2-TZVPD basis set
Br 3.6145 0.2556 0.3353
P -0.0891 -1.7261 -0.3212
C 0.3428 -0.0472 -0.0402
C -0.7033 0.7705 0.0337
C -1.7788 -1.3702 0.2505
C 2.1859 1.0791 -0.5463
C -1.9209 -0.0219 0.2446
H -2.7438 0.4935 0.6703
H 2.1402 1.1425 -1.5949
H 0.3308 -2.1801 0.8303
H 1.7688 1.9586 -0.1635
H -2.4888 -2.1479 0.5032
H -0.6584 1.7936 -0.2019
```

Atomic partial charges in e from the natural (NBO) method, atoms 1 to 4: 0.083 0.603 -0.255 -0.329



Model b:
C5H6BrP | ωB97M-V with the def2-TZVPD basis set

**HOMO level**: -0.3288 Ha
**LUMO energy**: -0.18 eV
**Frontier orbital gap**: 8.7705 eV
**SMILES string**: [H]/P=C1\C[C@H]1/C=C/Br

```
13
C5H6BrP, DFT ωB97M-V with the def2-TZVPD basis set
Br 0.0091 0.5163 4.4470
P -0.7850 -2.3868 -1.6073
C -0.1052 -0.1662 1.6525
C 0.6733 0.2145 2.7117
C -0.4429 -0.9759 -0.7822
C -0.2349 0.4619 -0.8384
C 0.4733 -0.3952 0.2487
H 1.6260 -0.4631 0.1843
H 0.4046 1.0388 -1.5181
H -1.1827 -0.2611 1.8501
H -1.5424 -1.7704 -2.7977
H 1.7604 0.4081 2.6642
H -1.0121 1.0205 -0.3340
```

Atomic partial charges in e from the natural (NBO) method, atoms 1 to 4: 0.050 0.468 -0.205 -0.297



Most stable structure, least stable structure: model b, model a.



Model a:
C3H5N2O2S | ωB97M-V with the def2-TZVPD basis set

**HOMO level**: -0.5568 Ha
**Total charge**: +1
**LUMO energy**: -5.43 eV
**Frontier orbital gap**: 9.7251 eV

```
13
C3H5N2O2S, DFT ωB97M-V with the def2-TZVPD basis set
S -0.7534 -2.0792 0.1991
O -0.9181 -1.3091 1.5356
O -1.8062 -1.7828 -0.7037
N -1.1921 0.0667 1.6919
N 0.6831 -0.7744 -0.6505
C 1.1757 -0.0658 -1.3913
C -1.5840 0.5322 2.8006
C 1.8409 0.8735 -2.3051
H 2.6840 1.4337 -1.8729
H -1.6212 -0.1738 3.6665
H 1.0090 1.4470 -2.7600
H -1.9182 1.5850 2.8835
H 2.4004 0.2471 -3.0936
```

Atomic partial charges in e from the natural (NBO) method, atoms 1 to 4: 1.837 -0.578 -0.752 -0.133



Model b:
C3H5N2O2S | ωB97M-V with the def2-TZVPD basis set

**HOMO level (alpha / beta)**: -0.5087 / -0.5055 Ha
**Total charge**: +1
**LUMO energy (alpha / beta)**: -8.75 / -6.46 eV
**Frontier orbital gap (alpha / beta)**: 5.0916 / 7.2959 eV

```
13
C3H5N2O2S, DFT ωB97M-V with the def2-TZVPD basis set
S 1.4678 -2.3373 -0.1674
O -3.6026 0.5135 -0.5776
O -2.6074 -0.4508 1.1268
N -0.3587 0.6404 -0.0294
N -2.6796 0.0885 0.0307
C 1.7549 -0.6439 0.3143
C 0.9954 0.4084 -0.5120
C -1.3675 0.0023 -0.4645
H 1.5229 -0.5636 1.3807
H 1.5296 1.3598 -0.4416
H 0.9477 0.1058 -1.5613
H -0.4322 1.3459 0.7170
H 2.8297 -0.4689 0.1843
```

Atomic partial charges in e from the natural (NBO) method, atoms 1 to 4: 0.288 -0.205 -0.264 -0.495



Most stable structure, least stable structure: model a, model b.